a | Density functional theory data (wB97M-V/def2-TZVPD) for a 5-piece molecular cluster, CH12NO4 overall.

ORCA input file:
```
! RIJCOSX wB97M-V def2-TZVPD def2/J DEFGRID3
* xyz 0 2
C -0.6885 2.7553 0.1949
N -1.0397 2.4825 -1.0813
H -0.3865 3.7101 0.6299
H -0.6368 1.8898 0.8459
H -0.8192 1.5447 -1.4886
H -1.7478 3.0601 -1.5061
H 4.1192 -4.2577 1.9590
H 3.3000 -4.0949 0.6680
O 3.4060 -3.7582 1.5582
H -3.1251 -0.1395 0.8320
H -1.6920 -0.5506 1.0456
O -2.2272 0.1878 0.7267
H -0.3984 -0.2648 -2.9045
H -0.9413 -0.6510 -1.5345
O -0.6628 0.1087 -2.0602
H 1.1218 -1.4058 1.1050
H 1.4922 0.0760 0.5106
O 0.9260 -0.6923 0.4994
*
```

## Properties
HOMO-LUMO gap (spin up / spin down), eV: 5.672 / 9.072

Atomic partial charges in e from the Löwdin method, atoms 1 to 2:
1. C -0.17
2. N -0.05

---

b | Density functional theory data (wB97M-V/def2-TZVPD) for a 5-piece molecular cluster, CH12NO4 overall.

ORCA input file:
```
! RIJCOSX wB97M-V def2-TZVPD def2/J DEFGRID3
* xyz 0 2
C -0.8990 -0.1960 2.7046
N 0.3707 -0.4211 2.3562
H -1.0887 0.3285 3.6515
H -1.7150 -0.5255 2.0792
H 0.9495 -0.6356 0.9913
H 1.0280 0.1236 2.9073
H -0.7273 -4.2274 -1.1678
H -0.3640 -3.8059 -2.5597
O -0.2119 -3.5620 -1.6411
H 1.4691 -1.6279 -0.4078
H 0.3378 -0.3634 -0.6577
O 0.9269 -0.9064 -0.0759
H 0.5687 4.2525 -1.1284
H -0.8775 4.5263 -0.9294
O -0.2197 3.8490 -0.7435
H -0.0724 0.9427 -2.4789
H -0.1598 1.9929 -1.3261
O -0.0517 1.0508 -1.5248
*
```

## Properties
HOMO-LUMO gap (spin up / spin down), eV: 3.525 / 8.358

Atomic partial charges in e from the Löwdin method, atoms 1 to 2:
1. C -0.29
2. N -0.20

---

On energetic grounds, a is preferred over the next structure by 1.284 eV.

---

a | Density functional theory data (wB97M-V/def2-TZVPD) for a 2-piece molecular cluster, C2H8N2P overall.

ORCA input file:
```
! RIJCOSX wB97M-V def2-TZVPD def2/J DEFGRID3
* xyz 1 1
C -0.2733 0.3688 -0.0371
C -1.5980 -0.2415 -0.0730
N -0.1622 1.6936 -0.1950
N 0.7821 -0.3444 0.1880
P 2.5090 0.1649 0.0724
H -2.3056 0.3960 0.5172
H -1.5416 -1.1960 0.4654
H -1.8072 -0.7006 -1.0107
H -0.9090 2.3431 -0.4047
H 0.6998 2.1961 -0.2774
H 0.4580 -1.9846 0.7663
H 2.5991 -0.5897 -1.1979
H 3.1291 -0.8047 1.0390
*
```

## Properties
HOMO-LUMO gap (spin up / spin down), eV: 8.031 / 8.029

Atomic partial charges in e from the Löwdin method, atoms 1 to 2:
1. C -0.54
2. C -0.01

---

b | Density functional theory data (wB97M-V/def2-TZVPD) for a 2-piece molecular cluster, C2H8N2P overall.

ORCA input file:
```
! RIJCOSX wB97M-V def2-TZVPD def2/J DEFGRID3
* xyz 1 1
C 0.4551 -1.0793 1.4051
C -1.3916 1.8531 -0.5416
N 0.9059 0.7946 -1.1709
N 0.0487 -2.1665 0.8268
P -0.7659 0.4628 -1.1890
H 0.1936 -0.1031 1.0713
H 1.0550 -1.1651 2.2479
H -2.4140 1.9882 -0.4464
H -0.7010 2.7014 -0.2425
H 1.1636 1.7723 -1.2217
H -0.4326 -2.1504 -0.0397
H 1.4711 0.2174 -1.8569
H 0.4122 -3.1254 1.1577
*
```

## Properties
HOMO-LUMO gap, eV: 7.115

Atomic partial charges in e from the Löwdin method, atoms 1 to 2:
1. C 0.15
2. C -0.33

---

On energetic grounds, b is preferred over the next structure by 1.928 eV.

---

a | Density functional theory data (wB97M-V/def2-TZVPD) for a 3-piece molecular cluster, C15H15N3 overall.

ORCA input file:
```
! RIJCOSX wB97M-V def2-TZVPD def2/J DEFGRID3
* xyz 0 1
C 2.7086 2.9093 0.6650
C 2.2096 2.9276 -0.7539
C 0.8003 2.8822 -0.9816
N -0.0572 2.6452 0.0905
C 0.4134 2.6100 1.2914
C 1.7089 2.7525 1.6344
H 3.7437 3.0270 0.7524
H 2.6989 3.0434 -1.4694
H 0.3728 2.9283 -1.8618
H -0.3474 2.5118 2.0429
H 2.1613 2.9473 2.6267
C -2.2787 -0.7219 1.4561
C -2.5579 -0.3230 0.0943
C -3.7184 -0.5795 -0.5732
N -4.7310 -1.1370 0.0975
C -4.6169 -1.5185 1.3883
C -3.3980 -1.3335 2.1153
H -1.3137 -0.6163 1.7884
H -1.5788 0.0777 -0.0638
H -3.7736 -0.2794 -1.5379
H -5.5464 -1.9636 1.8957
H -2.9903 -1.6326 3.1432
C 2.1628 -0.9130 -0.9148
C 0.8845 -0.9851 -1.5705
C 0.5624 -2.3285 -1.7605
N 1.3161 -3.3916 -1.6212
C 2.5287 -3.1772 -1.1483
C 3.0219 -2.0248 -0.6711
H 2.5041 0.0940 -0.8126
H 0.3106 -0.0088 -1.7678
H -0.4919 -2.3623 -2.0135
H 3.1811 -4.0802 -1.1745
H 4.1104 -1.9793 -0.3857
*
```

## Properties
HOMO-LUMO gap, eV: 10.002

Atomic partial charges in e from the Löwdin method, atoms 1 to 2:
1. C 0.00
2. C 0.01

---

b | Density functional theory data (wB97M-V/def2-TZVPD) for a 3-piece molecular cluster, C15H15N3 overall.

ORCA input file:
```
! RIJCOSX wB97M-V def2-TZVPD def2/J DEFGRID3
* xyz 0 1
C -1.0934 2.0198 -3.6959
C -1.6658 0.8407 -4.1604
C -2.8122 0.8905 -4.8992
N -3.2835 2.0784 -5.4713
C -2.7732 3.2123 -4.9945
C -1.7218 3.1858 -4.0708
H -0.2452 2.0314 -3.0275
H -1.2847 -0.0788 -3.7412
H -3.2935 -0.0322 -5.1881
H -3.2109 4.0809 -5.4637
H -1.3431 4.0501 -3.5453
C 2.9686 1.4080 5.6662
C 1.8483 1.5048 4.8717
C 1.9371 2.1249 3.5685
N 3.1335 2.4090 3.0138
C 4.2494 2.3115 3.7870
C 4.2198 1.8589 5.1232
H 2.7661 1.0803 6.6752
H 0.8547 1.3116 5.2483
H 1.0466 2.2700 2.9749
H 5.1346 2.7834 3.3869
H 5.0839 2.0128 5.7525
C -0.4720 -4.4890 -1.1026
C -1.8404 -4.2277 -1.0660
C -2.3930 -3.7357 0.0643
N -1.5877 -3.2409 1.1088
C -0.2841 -3.3444 1.0051
C 0.3403 -3.9257 -0.0616
H -0.0022 -4.9263 -1.9713
H -2.5645 -4.7071 -1.7081
H -3.4599 -3.6525 0.2101
H 0.3363 -3.0636 1.8434
H 1.4118 -4.0411 -0.1323
*
```

## Properties
HOMO-LUMO gap, eV: 10.235

Atomic partial charges in e from the Löwdin method, atoms 1 to 2:
1. C -0.08
2. C -0.10

---

On energetic grounds, b is preferred over the next structure by 3.370 eV.

---

a | Density functional theory data (wB97M-V/def2-TZVPD) for a 2-piece molecular cluster, C4H11NO3 overall.

ORCA input file:
```
! RIJCOSX wB97M-V def2-TZVPD def2/J DEFGRID3
* xyz 1 2
O 2.0150 -1.4935 2.4336
C 1.1937 -1.4874 1.5400
N 0.4725 -0.2638 1.5947
C -0.7435 -0.0436 0.9090
C -0.7116 0.2899 -0.6458
C -1.1739 -0.8502 -1.5700
O -1.3244 -0.2279 -2.7915
H 0.7705 -1.8986 0.6142
H 0.8094 0.4635 2.2932
H -1.3940 -0.8923 0.9879
H -1.4035 0.8727 1.4315
H 0.2405 0.7693 -0.9694
H -1.5221 1.1468 -0.7684
H -0.5295 -1.6280 -1.7288
H -2.3259 -0.8456 -1.2686
H -2.2520 0.2277 -2.5909
H 0.2202 2.7898 -1.4438
H 1.6098 2.8702 -0.8549
O 0.6945 3.0362 -0.6751
*
```

## Properties
HOMO-LUMO gap (spin up / spin down), eV: 10.151 / 5.396

Atomic partial charges in e from the Löwdin method, atoms 1 to 2:
1. O 0.18
2. C -0.15

---

b | Density functional theory data (wB97M-V/def2-TZVPD) for a 2-piece molecular cluster, C4H11NO3 overall.

ORCA input file:
```
! RIJCOSX wB97M-V def2-TZVPD def2/J DEFGRID3
* xyz 1 2
C -0.4477 -0.8444 0.4308
N 0.0990 -0.9651 -0.9233
C -0.2474 -0.0488 -1.9699
C 0.3548 1.3651 -1.6222
O -0.1431 2.2648 -2.5712
C -1.7674 0.0850 -2.2016
O -2.2584 -0.2587 -3.2228
H -0.2571 0.1781 0.7276
H -1.4102 -1.3532 0.5556
H 0.2036 -1.4729 1.0494
H 0.2348 -1.9493 -1.1500
H 0.3410 -0.5158 -2.7649
H 1.4324 1.2520 -1.6468
H 0.0752 1.7403 -0.6370
H 0.5947 2.8107 -2.8859
H -2.4165 0.4910 -1.4081
H 2.4933 -0.5334 6.9052
H 1.2421 -0.9909 6.3312
O 1.8770 -1.2545 7.0039
*
```

## Properties
HOMO-LUMO gap (spin up / spin down), eV: 9.418 / 5.168

Atomic partial charges in e from the Löwdin method, atoms 1 to 2:
1. C 0.00
2. N 0.09

---

On energetic grounds, b is preferred over the next structure by 2.061 eV.